The following is a quantum chemistry calculation of a 3-piece molecular cluster, C3H10O4 overall, from OMol25.

Atoms and positions in Å:
O 0.07236 0.68733 2.83849
C -0.04597 1.54853 2.00830
C -1.08056 1.48952 0.92719
C -1.59656 0.06025 0.73548
O -2.52678 0.05152 -0.31887
H 0.68551 2.37598 1.97430
H -1.97050 2.07017 1.17699
H -0.75652 1.89248 -0.02805
H -0.72394 -0.59307 0.64806
H -2.05154 -0.20580 1.69236
H -2.55318 -0.83378 -0.69147
H 2.64899 -2.05813 -3.41503
H 2.33738 -0.59617 -2.95576
O 2.00997 -1.34387 -3.46363
H 1.59618 -1.73732 -1.09088
H 1.85342 -1.58508 0.41104
O 2.10171 -1.22255 -0.44851

Its energy above the lowest of the compared OMol25 structures with the same formula, charge and spin is 32.6 kcal/mol. Its structure (SMILES) is O=CCCO.O.O. Its net charge is 0. The value obtained for the largest force on an atom is 1.451 eV/A.

Atom charges from the Mulliken analysis, given in e for atoms 1 to 2:
1. O -0.480
2. C 0.065